[1]
29
Properties=species:S:1:pos:R:3:mulliken_spin:R:1 method="wB97M-V/def2-TZVPD" orbital_gap_ev="4.79 / 4.76" total_charge=-2 s2=6.035 energy_ev=-115211.9273 de_lowest_kcal_mol=0.0 spin_multiplicity=5
C -1.31490 -1.13160 -1.88529 -0.04
C -1.71997 -2.26535 -1.07391 -0.04
C -2.84469 -1.83562 -0.25068 0.09
H -1.35147 -3.29087 -1.19212 0.00
C -2.96473 -0.37894 -0.43084 -0.01
C -2.11168 -0.00839 -1.51729 0.03
H -2.17658 0.92815 -2.07281 0.01
H -0.70132 -1.19733 -2.77077 0.01
H -3.49900 -2.48619 0.31229 0.04
H -3.77099 0.26034 -0.01952 -0.01
Cr -1.10551 -1.03333 0.55241 4.00
Br 0.95141 -2.21890 1.07511 0.02
C 2.49578 0.66158 -0.21923 -0.01
C 1.41256 1.22015 -0.95315 0.01
C 1.60190 0.90927 -2.33322 0.00
H 0.57432 1.80865 -0.55483 0.00
C 2.76259 0.06951 -2.42609 0.01
C 3.33820 -0.05675 -1.11603 0.00
H 4.23014 -0.63037 -0.84163 0.00
H 2.66549 0.73355 0.84834 0.00
H 0.94099 1.16571 -3.15792 0.00
H 3.15212 -0.34781 -3.34950 0.00
C 0.43086 1.63527 3.76446 -0.01
O 0.32382 0.98802 2.49629 -0.01
C -0.84031 0.44951 2.18616 -0.11
O -1.91753 0.68199 2.72901 0.01
H 0.61498 2.68731 3.58945 0.00
H 1.28943 1.18644 4.24692 0.00
H -0.46590 1.49596 4.36439 0.00


[2]
44
Properties=species:S:1:pos:R:3:mulliken_spin:R:1 method="wB97M-V/def2-TZVPD" orbital_gap_ev="7.86 / 8.41" s2=0.751 energy_ev=-92278.4060 de_lowest_kcal_mol=9.7 spin_multiplicity=2
Ce -10.73678 -2.23469 11.43016 1.00
O -9.03051 1.10479 12.54450 0.00
P -10.56726 0.87202 12.98099 0.00
O -11.13538 1.45543 14.16034 0.00
O -10.72947 -0.65311 13.00358 0.00
O -11.44337 1.26939 11.58119 0.00
P -11.77353 0.45606 10.23415 0.00
O -10.20557 -0.13246 9.95956 0.00
O -12.19402 1.27787 9.15067 0.00
O -12.42779 -0.81942 10.68451 0.00
H -8.48609 1.72926 13.00568 0.00
H -10.00983 -0.11482 8.99364 0.00
O -12.46600 -3.50214 13.01274 0.00
S -11.94246 -4.87761 12.90766 0.00
O -11.86782 -5.59376 14.12578 0.00
N -10.61353 -4.77516 12.00244 0.01
C -10.81766 -5.08198 10.72912 -0.01
S -9.89940 -4.35522 9.52690 0.00
C -12.08063 -5.82348 10.60593 0.00
C -12.51875 -6.55500 9.53195 0.00
C -13.60224 -7.40892 9.75643 0.00
C -14.33147 -7.34796 10.85691 0.00
C -14.01103 -6.54529 11.90551 0.00
C -12.87304 -5.78687 11.74111 0.00
H -11.85570 -6.64830 8.66199 0.00
H -13.89542 -8.13182 8.98832 0.00
H -15.22689 -8.00574 10.86984 0.00
H -14.60879 -6.62220 12.82674 0.00
C -6.20794 -1.85077 13.33637 0.00
N -7.39059 -2.20405 14.07751 0.00
C -7.45636 -2.14557 15.42807 0.00
C -8.65758 -2.46349 16.07551 0.00
C -9.72547 -2.85605 15.25839 0.00
N -9.61914 -2.94517 13.92881 0.00
C -8.44057 -2.64495 13.32671 0.00
O -8.41073 -2.56963 12.09636 0.00
N -10.90250 -3.16943 15.81356 0.00
H -5.43127 -2.60258 13.48512 0.00
H -5.79393 -0.92121 13.56706 0.00
H -6.44449 -1.87698 12.27610 0.00
H -6.54490 -1.93511 15.94016 0.00
H -8.71602 -2.32266 17.09658 0.00
H -11.02454 -3.33876 16.81202 0.00
H -11.65489 -3.44371 15.20422 0.00